No. 1
The following is a DFT calculation (the ωB97M-V functional and the def2-TZVPD basis) of C16H37GaN2O4 as an isolated structure.

```
60
Properties=species:S:1:pos:R:3:forces:R:3
C 2.2237 2.6029 1.4711 0.1963 -0.0894 0.0390
C 1.8675 1.2755 0.8227 -0.2295 -0.1183 0.0100
O 2.9035 0.3463 1.0058 0.2034 0.1841 -0.1145
C 3.4533 -0.1469 -0.2113 -0.0435 -0.0201 -0.0348
C 2.5393 -1.1657 -0.9037 -0.0053 0.0183 0.0793
O 3.0508 -2.4613 -0.8532 -0.0483 -0.0031 -0.1350
C 2.1237 -3.4222 -0.2659 0.0329 0.0301 0.0721
Ga 2.2389 -3.4221 1.7838 0.0511 0.0247 0.0184
C 0.5641 -2.5289 2.5695 -0.2013 0.2680 -0.0965
C -0.7307 -3.1704 2.2623 -0.0541 -0.1318 0.0628
N -1.8436 -2.6120 1.9605 0.1534 0.1903 -0.3458
C 2.4219 -5.3705 2.3662 -0.1501 -0.1289 -0.0214
O 2.7497 -5.4077 3.7397 0.1722 0.0600 -0.0344
O 3.3846 -6.6973 4.0375 -0.2273 0.0049 0.0501
H 1.3640 3.2768 1.5332 0.0228 0.0031 -0.0141
H 2.5904 2.4133 2.4802 -0.1052 0.0249 0.0199
H 3.0292 3.0963 0.9240 -0.0473 0.0226 -0.0169
H 1.6667 1.4080 -0.2525 -0.0414 0.0672 0.0349
H 0.9521 0.8635 1.2738 0.0026 0.0550 0.0150
H 4.3954 -0.6291 0.0428 -0.0568 -0.0481 0.0213
H 3.6611 0.7033 -0.8778 0.0318 -0.0058 0.0292
H 2.3822 -0.8810 -1.9579 0.0064 0.0197 0.0154
H 1.5657 -1.1181 -0.3948 -0.0130 0.0074 -0.0684
H 2.4170 -4.3925 -0.6769 0.0394 0.0317 -0.0044
H 1.1250 -3.2089 -0.6791 -0.0138 -0.1010 0.0271
H 3.5092 -2.5808 2.2674 0.0048 0.0009 -0.0497
H 0.5337 -1.4872 2.2119 -0.0296 0.0139 0.1378
H 0.6893 -2.4884 3.6578 0.1414 -0.1943 -0.0288
H -0.7518 -4.2663 2.2767 -0.0272 0.0514 0.1563
H -1.6795 -1.5976 1.9836 -0.0606 -0.0266 0.0677
H 3.2421 -5.7997 1.7786 0.0399 0.0815 0.0246
H 1.5315 -5.9910 2.1844 0.0536 -0.0272 -0.0322
H 4.1803 -6.3735 4.4756 0.0555 -0.0104 -0.0195
C -2.5985 -0.4258 -1.0442 0.1032 -0.0713 0.0021
C -2.3687 0.7605 -0.1107 0.0479 -0.2343 0.0853
C -3.0227 2.0695 -0.5228 0.0855 0.0171 -0.0225
N -2.1061 3.0231 -1.2765 0.0185 0.0533 0.0263
C -1.1336 3.6335 -0.3276 -0.0095 -0.0470 0.0129
C -1.3947 2.3577 -2.4243 0.0008 -0.0153 -0.0237
C -2.4672 2.2356 -3.4863 -0.0373 0.0102 0.0123
C -3.2389 3.5626 -3.3693 -0.0183 -0.0306 0.0069
C -2.9507 4.0813 -1.9501 -0.0035 -0.0009 -0.0109
H -2.0623 -0.3427 -1.9907 -0.0233 0.0134 -0.0098
H -2.2454 -1.3332 -0.5529 -0.0509 -0.0294 -0.0162
H -3.6593 -0.5578 -1.2649 -0.0089 0.0084 0.0385
H -1.2970 0.9094 0.0491 -0.0058 -0.0573 0.0748
H -2.7664 0.4885 0.8684 -0.0129 0.0763 0.0157
H -3.3471 2.6435 0.3448 -0.0301 0.0132 -0.0219
H -3.8960 1.8975 -1.1516 0.0380 -0.0068 -0.0465
H -0.5316 2.8521 0.1292 -0.0080 0.0087 -0.0052
H -1.6825 4.1750 0.4394 0.0018 0.0003 -0.0006
H -0.4899 4.3152 -0.8781 0.0067 -0.0067 0.0041
H -0.6024 3.0413 -2.7317 -0.0123 0.0038 -0.0126
H -0.9459 1.4266 -2.0924 0.0109 0.0149 0.0211
H -3.1129 1.3839 -3.2750 0.0132 -0.0126 -0.0166
H -2.0373 2.0809 -4.4728 0.0158 0.0193 0.0054
H -4.3041 3.4297 -3.5433 -0.0018 -0.0059 0.0185
H -2.8797 4.2857 -4.0989 0.0004 -0.0031 -0.0021
H -3.8393 4.2380 -1.3432 0.0206 0.0335 0.0141
H -2.3702 5.0011 -1.9597 0.0064 -0.0064 -0.0135
```
Forces are in eV/Å.

multiplicity = 1
calculated total energy = -2966.7764 Eh
Kohn-Sham gap = 5.548 eV
E_LUMO = -0.854 eV
total charge = 0
F_max = 0.42 eV Å⁻¹

=====

No. 2
The following is a DFT calculation (the ωB97M-V functional and the def2-TZVPD basis) of one molecule with the formula C6H11IO3.

```
21
Properties=species:S:1:pos:R:3:forces:R:3
C -1.0736 -2.6043 0.5215 0.0167 0.0090 -0.0994
O -0.2211 -2.1818 -0.5175 0.1551 -0.1262 -0.0415
C -0.8042 -1.2527 -1.3933 -0.0202 0.2714 -0.0054
C 0.2115 -0.1837 -1.8350 -0.1481 -0.3064 -0.0336
O 1.1737 0.0864 -0.8426 0.1452 0.1514 -0.0932
C 1.1434 1.3532 -0.2406 -0.1211 0.1473 0.2577
C 0.7957 1.2094 1.2570 0.3627 -0.2648 -0.3033
C 0.2432 2.4914 1.7971 -0.3352 0.1873 -0.1636
O -0.7163 3.0415 1.3737 0.0955 -0.0184 0.1028
I 1.3472 3.3719 3.4313 0.0838 0.0292 0.1107
H -0.5789 -3.4235 1.0381 0.0310 0.0174 0.0077
H -1.2590 -1.7925 1.2334 -0.0437 0.0252 0.0278
H -2.0344 -2.9595 0.1392 -0.0588 -0.0403 -0.0146
H -1.1654 -1.7567 -2.2959 -0.1378 -0.0381 -0.0203
H -1.6679 -0.7666 -0.9262 0.0295 0.0083 0.1532
H -0.3538 0.7146 -2.0926 0.0245 0.0946 -0.0774
H 0.7275 -0.5108 -2.7401 0.1352 -0.0719 0.1027
H 2.1257 1.8202 -0.3404 0.0385 -0.0255 -0.0125
H 0.4156 2.0158 -0.7121 -0.0960 -0.0564 -0.0843
H 1.6708 0.8822 1.8092 -0.0561 -0.0504 0.1007
H 0.0204 0.4456 1.3357 -0.1006 0.0571 0.0858
```
Forces are in eV/Å.

multiplicity = 1
calculated total energy = -758.5795 Eh
Kohn-Sham gap = 10.296 eV
E_LUMO = 0.528 eV
total charge = 0
SMILES = COCCOCCC(=O)I
F_max = 0.54 eV Å⁻¹

=====

No. 3
The following is a DFT calculation (the ωB97M-V functional and the def2-TZVPD basis) of C4H10N2O as an isolated structure.

```
17
Properties=species:S:1:pos:R:3:forces:R:3
C 1.1645 -0.6401 0.1671 -0.3564 0.2768 -0.0680
C 0.2270 2.0829 0.0792 -0.1022 -0.1594 0.0405
C 0.7026 -2.0351 0.3864 -0.0401 0.0248 0.0261
N -0.2305 0.6990 0.1064 0.4425 -0.3384 0.3621
C -1.3597 0.4080 -0.6525 -0.1060 -0.2625 0.1204
O -0.1581 0.1579 1.4402 -0.0379 0.1286 -0.5070
N -2.1445 -0.5573 -0.3819 0.2279 0.2677 -0.0709
H -2.8640 -0.6237 -1.0991 0.0455 0.0426 0.0299
H -1.4390 1.0578 -1.5299 -0.0246 -0.0282 0.0466
H 1.3950 -0.4242 -0.8765 0.0204 -0.0384 0.0147
H 1.9159 -0.2499 0.8374 -0.0631 0.0333 0.0199
H 0.1682 2.4938 -0.9308 -0.0164 -0.0431 0.0322
H -0.3895 2.6715 0.7653 0.0265 -0.0223 -0.0250
H 1.2574 2.1195 0.4274 -0.0195 -0.0111 -0.0104
H -0.3063 -2.1599 -0.0105 0.0286 0.0232 -0.0064
H 1.3712 -2.7074 -0.1694 -0.0389 0.0825 0.0315
H 0.6898 -2.2928 1.4413 0.0137 0.0238 -0.0361
```
Forces are in eV/Å.

multiplicity = 1
calculated total energy = -342.9618 Eh
Kohn-Sham gap = 8.267 eV
E_LUMO = 0.582 eV
total charge = 0
F_max = 0.66 eV Å⁻¹

=====

No. 4
The following is a DFT calculation (the ωB97M-V functional and the def2-TZVPD basis) of an isolated ion of composition C5H9N and charge -1 at a distorted geometry.

```
15
Properties=species:S:1:pos:R:3:forces:R:3
C 0.6546 2.3192 -0.8420 -3.1239 0.8694 0.5042
N 0.0502 1.1561 -1.6254 -0.7956 2.6500 0.9473
C -0.6628 0.2485 -0.7703 -0.9333 1.0203 -0.8696
C 0.0827 -0.5988 0.0103 -3.7010 -1.8798 2.3517
C -0.6223 -1.4840 0.9501 3.3634 0.9856 -1.4743
C -0.1087 -2.5077 1.7058 0.7633 -1.8878 1.4446
H 1.2676 2.0658 -0.0098 1.7128 -0.7232 0.1551
H -0.1836 2.6503 -0.1506 0.2371 -0.0513 -1.1597
H 0.9500 3.2786 -1.3648 0.0583 -1.3916 -0.0017
H 0.7939 0.6635 -2.0123 1.6312 -0.9593 -0.9919
H -1.7921 0.2526 -0.8227 1.4399 0.0972 0.1436
H 1.0988 -0.6981 -0.2189 1.6161 -0.2425 0.0851
H -1.6616 -1.3327 1.0591 -1.1907 0.2216 -0.2507
H -0.8467 -3.2259 2.1270 0.6052 0.5541 0.0261
H 0.9797 -2.7874 1.9645 -1.6831 0.7373 -0.9099
```
Forces are in eV/Å.

multiplicity = 2
calculated total energy = -250.5429 Eh
Kohn-Sham gap (alpha / beta) = 3.966 / 6.881 eV
E_LUMO (alpha / beta) = 4.459 / 4.244 eV
total charge = -1
F_max = 4.77 eV Å⁻¹

=====

No. 5
The following is a DFT calculation (the ωB97M-V functional and the def2-TZVPD basis) of one molecule with the formula C3H5IN2S at a distorted geometry.

```
12
Properties=species:S:1:pos:R:3:forces:R:3
C -0.8194 2.2356 -0.2120 -0.5576 -0.3353 -1.8917
C -0.0089 1.1215 -0.1232 4.3501 -0.4077 1.1975
C 0.0555 -1.1561 0.5072 -2.1139 -0.9264 -5.0657
N -2.0757 1.8792 -0.1046 -0.2590 0.8917 0.5490
N -0.5381 0.1315 0.5022 -0.3665 0.6330 -0.4491
S -2.3618 0.3593 0.4111 0.0852 -0.0343 1.0611
I -4.7301 0.5542 -0.0335 -2.1570 0.0922 -0.4891
H -0.4898 3.1376 -0.7327 -0.4940 0.0025 0.5493
H 1.0781 0.9882 -0.3990 -1.1619 0.7043 -0.0399
H -0.4268 -1.6088 -0.5298 1.3038 0.4297 2.4676
H 1.0752 -1.0575 0.2284 1.1530 -0.4447 0.7157
H -0.3177 -1.8034 1.2435 0.2177 -0.6050 1.3954
```
Forces are in eV/Å.

multiplicity = 1
calculated total energy = -922.6115 Eh
Kohn-Sham gap = 7.515 eV
E_LUMO = -0.689 eV
total charge = 0
F_max = 5.57 eV Å⁻¹

=====

No. 6
The following is a DFT calculation (the ωB97M-V functional and the def2-TZVPD basis) of one molecule with the formula C6H4O5 at a distorted geometry.

```
15
Properties=species:S:1:pos:R:3:forces:R:3
O -1.5262 1.5210 1.1534 -0.7647 -3.7415 1.3243
C -1.3820 0.2954 1.2146 1.0397 0.0950 -0.3546
O -2.0604 -0.7728 2.0645 0.9354 0.9350 -1.6533
C -0.3254 -0.3842 0.3569 -3.1682 -1.9488 1.3945
C -0.5413 -1.7486 0.4510 5.0032 0.8531 -4.0411
O 0.4016 -2.3346 -0.4210 -0.4964 0.5850 -0.5982
C 1.0685 -1.3614 -1.1713 -2.8145 1.9672 3.3938
C 0.5755 -0.0727 -0.7104 1.5141 -3.1877 0.5300
C 1.2305 1.2135 -1.0389 -2.5664 0.1883 2.4060
O 1.7436 1.3393 -2.0596 3.0935 0.3156 -4.4084
O 1.0956 2.2670 -0.2026 -2.9096 -1.1246 1.3356
H -1.7935 -1.7977 1.7922 -1.2835 5.2299 1.7322
H -1.2314 -2.4127 0.9028 0.4944 -1.1884 -0.7893
H 1.8792 -1.7062 -1.7995 -0.2832 0.1876 0.0148
H 0.1589 2.1050 0.2168 2.2061 0.8342 -0.2863
```
Forces are in eV/Å.

multiplicity = 1
calculated total energy = -607.1351 Eh
Kohn-Sham gap = 9.853 eV
E_LUMO = -0.325 eV
total charge = 0
SMILES = O=C(O)c1cocc1C(=O)O
F_max = 6.49 eV Å⁻¹

=====

Question: The highest calculated total energy belongs to which entry?
Answer: C5H9N

=====

Question: Number 6 is which compound?
Answer: C6H4O5

=====

Question: The lowest calculated total energy belongs to which entry?
Answer: C16H37GaN2O4

=====

Copy entry 2 word for word.
The following is a DFT calculation (the ωB97M-V functional and the def2-TZVPD basis) of one molecule with the formula C6H11IO3.

```
21
Properties=species:S:1:pos:R:3:forces:R:3
C -1.0736 -2.6043 0.5215 0.0167 0.0090 -0.0994
O -0.2211 -2.1818 -0.5175 0.1551 -0.1262 -0.0415
C -0.8042 -1.2527 -1.3933 -0.0202 0.2714 -0.0054
C 0.2115 -0.1837 -1.8350 -0.1481 -0.3064 -0.0336
O 1.1737 0.0864 -0.8426 0.1452 0.1514 -0.0932
C 1.1434 1.3532 -0.2406 -0.1211 0.1473 0.2577
C 0.7957 1.2094 1.2570 0.3627 -0.2648 -0.3033
C 0.2432 2.4914 1.7971 -0.3352 0.1873 -0.1636
O -0.7163 3.0415 1.3737 0.0955 -0.0184 0.1028
I 1.3472 3.3719 3.4313 0.0838 0.0292 0.1107
H -0.5789 -3.4235 1.0381 0.0310 0.0174 0.0077
H -1.2590 -1.7925 1.2334 -0.0437 0.0252 0.0278
H -2.0344 -2.9595 0.1392 -0.0588 -0.0403 -0.0146
H -1.1654 -1.7567 -2.2959 -0.1378 -0.0381 -0.0203
H -1.6679 -0.7666 -0.9262 0.0295 0.0083 0.1532
H -0.3538 0.7146 -2.0926 0.0245 0.0946 -0.0774
H 0.7275 -0.5108 -2.7401 0.1352 -0.0719 0.1027
H 2.1257 1.8202 -0.3404 0.0385 -0.0255 -0.0125
H 0.4156 2.0158 -0.7121 -0.0960 -0.0564 -0.0843
H 1.6708 0.8822 1.8092 -0.0561 -0.0504 0.1007
H 0.0204 0.4456 1.3357 -0.1006 0.0571 0.0858
```
Forces are in eV/Å.

multiplicity = 1
calculated total energy = -758.5795 Eh
Kohn-Sham gap = 10.296 eV
E_LUMO = 0.528 eV
total charge = 0
SMILES = COCCOCCC(=O)I
F_max = 0.54 eV Å⁻¹